{"formula": "C72H160As2ClF16N10O8S4", "method": "wB97M-V/def2-TZVPD", "e_tot_ev": -329546.7033, "charge": 3, "gap_ev": 8.2, "de_lowest_kcal_mol": 0.2, "symbols": ["C", "C", "C", "N", "C", "C", "C", "C", "C", "C", "H", "H", "H", "H", "H", "H", "H", "H", "H", "H", "H", "H", "H", "H", "H", "H", "H", "H", "H", "H", "C", "C", "C", "N", "C", "C", "C", "C", "C", "C", "H", "H", "H", "H", "H", "H", "H", "H", "H", "H", "H", "H", "H", "H", "H", "H", "H", "H", "H", "H", "C", "C", "C", "N", "C", "C", "C", "C", "C", "C", "H", "H", "H", "H", "H", "H", "H", "H", "H", "H", "H", "H", "H", "H", "H", "H", "H", "H", "H", "H", "C", "C", "C", "N", "C", "C", "C", "C", "C", "C", "H", "H", "H", "H", "H", "H", "H", "H", "H", "H", "H", "H", "H", "H", "H", "H", "H", "H", "H", "H", "C", "C", "C", "N", "C", "C", "C", "C", "C", "C", "H", "H", "H", "H", "H", "H", "H", "H", "H", "H", "H", "H", "H", "H", "H", "H", "H", "H", "H", "H", "C", "C", "C", "N", "C", "C", "C", "C", "C", "C", "H", "H", "H", "H", "H", "H", "H", "H", "H", "H", "H", "H", "H", "H", "H", "H", "H", "H", "H", "H", "C", "C", "C", "N", "C", "C", "C", "C", "C", "C", "H", "H", "H", "H", "H", "H", "H", "H", "H", "H", "H", "H", "H", "H", "H", "H", "H", "H", "H", "H", "C", "C", "C", "N", "C", "C", "C", "C", "C", "C", "H", "H", "H", "H", "H", "H", "H", "H", "H", "H", "H", "H", "H", "H", "H", "H", "H", "H", "H", "H", "As", "F", "F", "F", "F", "F", "F", "As", "F", "F", "F", "F", "F", "F", "Cl", "N", "S", "O", "O", "F", "S", "O", "O", "F", "N", "S", "O", "O", "F", "S", "O", "O", "F"], "coordinates": [[-18.49584, -21.43079, 1.23077], [-19.42751, -20.89833, 2.34158], [-20.44253, -20.00858, 1.57350], [-21.19850, -18.99197, 2.40950], [-21.97859, -19.70355, 3.47852], [-22.87233, -18.71991, 4.26443], [-23.83207, -17.94867, 3.35488], [-23.07714, -17.34009, 2.13326], [-22.18547, -18.38281, 1.46715], [-20.28059, -17.99950, 3.06589], [-18.00867, -20.54286, 0.84408], [-18.93974, -22.07062, 0.48186], [-17.64509, -21.97372, 1.64016], [-18.83583, -20.24549, 3.01564], [-19.78399, -21.62511, 3.03282], [-21.14104, -20.55084, 0.95866], [-19.79869, -19.37130, 0.93616], [-22.51872, -20.50078, 2.99092], [-21.24082, -20.18367, 4.10661], [-23.41175, -19.32658, 5.00100], [-22.16753, -18.02911, 4.78732], [-24.68486, -18.51948, 2.99357], [-24.28968, -17.18311, 3.89660], [-23.78675, -16.98742, 1.35724], [-22.55864, -16.40893, 2.48693], [-22.73447, -19.25323, 1.06567], [-21.69418, -17.91906, 0.64181], [-20.18919, -18.34426, 4.12292], [-20.74711, -17.05520, 2.93071], [-19.33847, -17.96898, 2.59824], [-19.85226, -23.10723, 8.08023], [-19.46101, -24.55297, 8.37030], [-18.62479, -25.11899, 7.21891], [-18.03705, -26.51198, 7.58856], [-19.00998, -27.44798, 8.21830], [-20.11393, -27.90460, 7.24890], [-19.44675, -28.48831, 5.92741], [-18.49132, -27.50144, 5.30490], [-17.44364, -27.07585, 6.30382], [-16.84278, -26.26001, 8.49185], [-20.61128, -22.72492, 8.80779], [-20.39667, -22.91672, 7.15555], [-19.02995, -22.41997, 8.12734], [-20.36240, -25.13862, 8.47340], [-18.87074, -24.65291, 9.29377], [-17.67660, -24.49135, 7.05297], [-19.15789, -25.10930, 6.27828], [-19.45032, -26.89885, 9.03413], [-18.38022, -28.29685, 8.58516], [-20.69700, -26.99825, 7.08824], [-20.71945, -28.63614, 7.72394], [-20.13910, -28.98657, 5.27709], [-18.84544, -29.31470, 6.30874], [-19.02005, -26.67604, 4.85917], [-18.03155, -28.06589, 4.46679], [-16.79140, -26.32589, 5.94698], [-16.82905, -27.93329, 6.54719], [-16.37128, -27.25289, 8.58479], [-17.19784, -25.90797, 9.44489], [-16.18618, -25.55434, 7.96541], [-21.67304, -23.91003, 3.75594], [-20.97948, -25.28410, 3.68104], [-21.33765, -26.15186, 2.43687], [-22.50491, -27.08625, 2.56758], [-22.64536, -27.67853, 1.14667], [-23.65677, -28.85141, 1.14071], [-23.11858, -29.98630, 2.02230], [-23.05037, -29.38872, 3.46218], [-22.19022, -28.19469, 3.52938], [-23.73759, -26.33682, 3.01380], [-22.74114, -23.97744, 4.14684], [-21.83682, -23.53902, 2.74909], [-21.09042, -23.13432, 4.30440], [-21.14404, -25.75824, 4.65303], [-19.89144, -25.15518, 3.66015], [-20.49997, -26.83149, 2.26046], [-21.50065, -25.51717, 1.55487], [-21.69153, -28.06640, 0.86932], [-22.88938, -26.82215, 0.49311], [-23.75964, -29.14837, 0.14695], [-24.65147, -28.58551, 1.52405], [-22.11724, -30.36961, 1.73492], [-23.81088, -30.82042, 1.94338], [-22.69188, -30.16255, 4.12815], [-24.08849, -29.21456, 3.72661], [-21.16584, -28.50539, 3.24158], [-22.24313, -27.70153, 4.49878], [-23.86356, -25.48965, 2.37215], [-23.58182, -25.95138, 4.00964], [-24.57411, -27.03276, 2.94472], [-14.22979, -12.22768, 2.57030], [-13.65321, -13.65291, 2.45036], [-14.03665, -14.53072, 3.66001], [-13.56682, -15.99840, 3.63814], [-14.09626, -16.48686, 2.25956], [-14.03177, -17.98354, 2.10851], [-14.88219, -18.67512, 3.22881], [-14.30391, -18.22215, 4.62681], [-14.31598, -16.74817, 4.78637], [-12.01624, -16.13658, 3.76003], [-13.85095, -11.72090, 3.44937], [-15.31505, -12.21868, 2.58156], [-13.83489, -11.64792, 1.65946], [-12.59004, -13.70606, 2.29091], [-14.06219, -14.14260, 1.56890], [-15.11331, -14.60502, 3.76686], [-13.65825, -14.10039, 4.59136], [-15.11846, -16.13175, 2.23920], [-13.56057, -16.03417, 1.39972], [-14.41655, -18.18293, 1.05595], [-13.00073, -18.36519, 2.21374], [-15.94237, -18.36391, 3.11913], [-14.81321, -19.75103, 3.16037], [-14.81621, -18.67263, 5.44216], [-13.21973, -18.61004, 4.76756], [-15.33021, -16.51120, 4.58081], [-14.02843, -16.28147, 5.71277], [-11.80103, -17.21552, 3.78945], [-11.81443, -15.68011, 4.71531], [-11.44525, -15.65276, 2.93682], [-16.81567, -22.44048, 11.33753], [-15.68932, -21.40161, 11.09113], [-15.05699, -21.00716, 12.43241], [-13.96964, -19.98771, 12.30002], [-12.76793, -20.77460, 11.89605], [-11.50888, -19.91306, 12.08539], [-11.27366, -19.49062, 13.54607], [-12.52123, -18.84003, 14.15485], [-13.81324, -19.53915, 13.77661], [-14.32777, -18.87949, 11.49050], [-16.50588, -23.07411, 12.16509], [-16.82951, -23.04250, 10.48509], [-17.82883, -21.96222, 11.53082], [-16.12427, -20.54830, 10.54535], [-14.90018, -21.89042, 10.43823], [-14.62095, -21.90014, 12.85302], [-15.83681, -20.67480, 13.12635], [-12.70767, -21.66108, 12.52747], [-12.84834, -20.94197, 10.82058], [-10.66581, -20.45705, 11.69091], [-11.65653, -18.94117, 11.54900], [-11.01459, -20.35914, 14.19199], [-10.50432, -18.67994, 13.62474], [-12.45499, -18.75438, 15.24403], [-12.65173, -17.78739, 13.84333], [-14.02277, -20.37161, 14.39991], [-14.61438, -18.81765, 13.92554], [-14.09696, -19.03630, 10.44052], [-13.73876, -18.09889, 11.83561], [-15.37819, -18.64462, 11.54553], [-17.09334, -30.41570, 2.27631], [-17.00460, -30.79023, 0.78195], [-15.69511, -31.45124, 0.57096], [-15.52103, -32.03269, -0.83125], [-14.06008, -32.14149, -1.03515], [-13.70591, -32.67425, -2.39882], [-14.24362, -34.11109, -2.54962], [-15.72106, -34.10241, -2.23224], [-16.06934, -33.46605, -0.88977], [-16.12265, -31.16782, -1.90881], [-16.65252, -31.32039, 2.85071], [-18.14139, -30.26830, 2.59138], [-16.49808, -29.45160, 2.47976], [-17.08860, -29.91766, 0.13873], [-17.82799, -31.45880, 0.40017], [-15.47620, -32.28192, 1.23760], [-14.87002, -30.70172, 0.55818], [-13.69903, -32.73554, -0.21988], [-13.70950, -31.12431, -0.98218], [-12.61510, -32.72334, -2.58927], [-14.02651, -31.96784, -3.10644], [-13.66831, -34.70682, -1.73534], [-13.90108, -34.66217, -3.41385], [-16.23099, -35.07061, -2.14017], [-16.21996, -33.60468, -3.08416], [-15.62978, -34.05065, -0.04009], [-17.12189, -33.47980, -0.64381], [-15.78244, -30.12093, -1.80906], [-17.18655, -31.16485, -1.87072], [-15.73853, -31.58313, -2.85779], [-21.86515, -27.01652, -2.91408], [-20.68483, -26.79527, -1.93244], [-19.79489, -25.61389, -2.41801], [-18.52250, -25.33287, -1.64041], [-17.55980, -26.45728, -1.83699], [-16.31015, -26.15961, -1.07757], [-15.67752, -24.88633, -1.53785], [-16.60334, -23.71467, -1.50466], [-17.97892, -24.04758, -2.17442], [-18.86348, -25.14352, -0.14066], [-21.53918, -27.61941, -3.79424], [-22.39629, -26.07473, -3.14902], [-22.57376, -27.65321, -2.41273], [-20.06185, -27.68013, -1.92543], [-20.95489, -26.71792, -0.83301], [-20.45647, -24.77902, -2.47941], [-19.43581, -25.76725, -3.45257], [-17.50069, -26.46177, -2.96414], [-18.04789, -27.33699, -1.37441], [-15.62817, -27.02711, -1.22199], [-16.51442, -26.12499, -0.00842], [-15.43626, -25.05256, -2.61604], [-14.80541, -24.72330, -0.97591], [-16.28278, -22.86924, -2.16059], [-16.80521, -23.31758, -0.52301], [-17.89404, -24.14623, -3.22779], [-18.78264, -23.36296, -1.96901], [-19.67330, -24.43671, -0.05086], [-17.99355, -24.69346, 0.32100], [-19.02225, -26.11750, 0.23538], [-13.09186, -22.72922, 0.21275], [-12.73609, -23.47835, 1.45755], [-11.29764, -23.97898, 1.27216], [-10.59767, -24.65092, 2.48673], [-10.62470, -23.83805, 3.71987], [-9.99863, -22.45365, 3.46638], [-8.51927, -22.61032, 3.12364], [-8.34770, -23.60026, 1.97530], [-9.13548, -24.87882, 2.11338], [-11.28234, -26.04610, 2.79530], [-14.12829, -22.33521, 0.22764], [-12.93750, -23.40397, -0.62170], [-12.45738, -21.85194, 0.06145], [-13.35808, -24.36332, 1.52183], [-12.93017, -22.87553, 2.30353], [-10.64359, -23.17558, 1.01528], [-11.24411, -24.73458, 0.44108], [-11.58937, -23.73056, 4.12831], [-10.02354, -24.45000, 4.43288], [-10.59366, -21.93612, 2.63766], [-10.13159, -21.88450, 4.38684], [-8.10996, -21.63474, 3.01992], [-8.01905, -23.01363, 4.05683], [-8.48636, -22.99840, 1.01628], [-7.28415, -23.92324, 1.97779], [-9.02023, -25.50566, 1.23494], [-8.69811, -25.42221, 2.99473], [-11.03759, -26.72475, 1.95963], [-12.37082, -25.83695, 2.90400], [-10.88584, -26.42965, 3.71689], [-12.65297, -28.16978, -0.30001], [-13.35854, -26.68267, 0.20491], [-11.05004, -27.66372, 0.19882], [-11.88664, -29.70328, -0.82156], [-14.30676, -28.70412, -0.79644], [-12.40311, -27.43154, -1.87335], [-12.94864, -28.80370, 1.32944], [-22.49249, -22.94880, -0.25490], [-23.51029, -23.26210, 1.18025], [-23.74669, -23.23362, -1.39682], [-21.29156, -22.72766, -1.66612], [-21.08865, -22.76335, 0.79326], [-22.11821, -24.71725, -0.28261], [-22.60961, -21.25673, -0.17687], [-19.13911, -28.34609, 1.19668], [-16.78976, -17.83440, 7.10305], [-17.88707, -18.99647, 7.11979], [-17.51794, -20.29583, 7.67253], [-18.56894, -19.00642, 5.83274], [-18.96630, -18.46740, 8.04580], [-16.42937, -17.38129, 8.60524], [-15.07836, -16.94069, 8.68314], [-16.92589, -18.14296, 9.73813], [-17.21364, -16.00337, 8.58810], [-14.84328, -24.00914, 3.92967], [-16.17638, -24.62645, 3.46706], [-16.39070, -24.15096, 2.07323], [-17.30851, -24.71007, 4.34237], [-15.70251, -26.14326, 3.32391], [-14.58385, -23.30631, 5.36505], [-13.19819, -22.93025, 5.41189], [-15.22770, -23.89617, 6.51948], [-15.35111, -21.89647, 5.16095]], "forces_ev_per_a": [[0.9, 0.1, 1.3], [0.5, 1.4, -0.8], [1.6, 0.5, 0.9], [0.1, -0.8, -0.3], [-0.2, 0.4, 0.2], [0.7, -0.4, -0.3], [0.8, -0.5, -1.3], [-0.8, 0.3, 0.6], [-0.8, 0.3, 0.4], [-1.1, -1.2, 1.0], [-0.1, 0.1, -0.8], [-0.4, 0.3, -0.2], [-0.2, -0.3, 0.3], [0.0, -0.1, -0.4], [-0.9, -0.9, 0.0], [-0.1, -0.1, 0.1], [-0.5, -0.3, 0.0], [-0.4, -0.1, -0.3], [0.1, 0.0, 0.3], [0.1, 0.3, 0.0], [-0.8, -0.4, -0.1], [0.2, -0.6, 0.0], [-0.6, 1.4, 1.0], [0.3, -0.2, 0.5], [-0.1, -0.9, -0.5], [-0.1, 0.6, 0.2], [0.8, 0.1, -0.6], [0.3, 0.8, -0.8], [-0.2, 0.9, 0.5], [1.1, -0.3, -0.7], [-1.3, 0.6, 1.0], [0.4, 0.2, -0.8], [1.7, 0.8, 1.0], [0.6, 1.1, -1.3], [0.4, -1.0, -0.2], [1.7, 0.7, -1.3], [-0.2, 0.1, 2.6], [-0.1, -0.9, -0.9], [-0.7, -0.7, 0.2], [-0.4, -1.0, -0.9], [0.7, -0.5, -0.1], [0.3, -0.6, -0.5], [0.6, 0.3, -0.1], [-0.3, -0.2, 0.2], [-0.4, 0.3, -0.1], [-1.5, -0.7, 0.1], [-0.1, -0.5, -0.1], [0.0, -0.2, 0.5], [-0.7, 0.6, -0.2], [-0.4, -0.1, -0.5], [-0.6, -0.6, 0.5], [-0.5, 0.3, -0.5], [0.2, -0.3, 0.0], [0.0, 0.4, -0.1], [0.2, 0.7, 0.3], [0.5, 0.9, -0.5], [0.0, -0.3, 0.4], [0.0, 0.6, 0.2], [0.1, 0.2, 0.3], [-0.2, -0.2, 0.4], [-1.1, 0.2, -0.1], [-0.3, 0.4, 0.1], [0.8, 0.3, 1.3], [-0.5, 0.2, -0.8], [-2.0, 0.3, 0.7], [1.0, 0.8, 1.5], [0.4, 0.6, 0.3], [-1.4, -1.7, -1.4], [1.4, 0.8, -0.1], [0.4, -1.0, -0.6], [1.5, 0.1, 0.0], [0.3, 0.2, -0.1], [-0.4, -0.7, -0.1], [-0.1, -0.6, -0.2], [-0.1, 0.2, -0.3], [0.0, 0.3, -0.3], [-0.1, -0.2, 0.4], [1.0, -0.2, 0.0], [-0.1, -0.5, 0.3], [-0.3, -0.5, -1.7], [0.2, 0.1, -0.3], [-0.5, 0.5, -0.1], [0.0, -0.1, 0.4], [0.3, 0.0, 0.4], [-0.2, 0.3, 0.4], [-0.3, 0.3, 0.4], [0.4, -0.3, 0.2], [-0.2, 0.4, -0.6], [0.0, -0.3, 0.4], [0.0, 0.4, 0.2], [1.5, 0.2, -1.5], [-1.0, -0.9, 0.3], [0.7, 0.1, 0.6], [0.4, 0.5, -1.7], [1.0, -0.4, 0.3], [-0.9, -0.9, 0.0], [0.7, 1.2, 0.3], [2.6, -1.5, -1.0], [0.1, 0.8, -1.7], [-1.5, -0.3, -0.3], [0.0, 0.1, 0.2], [-0.1, 0.0, -0.1], [-0.9, -0.7, 1.4], [0.6, 0.5, 0.2], [-0.2, 0.4, -0.1], [-0.2, 0.1, -0.1], [0.1, 0.0, 0.0], [-0.3, 0.0, -0.1], [0.0, 0.0, 1.0], [0.5, -0.1, 1.3], [-0.3, 0.2, -0.4], [0.5, -0.2, 0.2], [-0.1, -0.3, -0.1], [-0.8, -0.2, 0.6], [-1.6, 0.3, -0.5], [-1.1, 0.8, 0.1], [0.3, -0.2, 0.4], [0.0, 0.5, 0.0], [0.5, 0.1, 0.2], [-0.8, -0.2, 0.5], [0.0, 1.7, 1.2], [0.2, -0.4, -0.4], [-1.6, -0.4, -1.4], [-0.3, -2.8, 3.5], [1.5, 1.7, -0.4], [-0.6, 1.3, 0.6], [0.1, 0.3, 0.8], [-0.3, 0.6, -0.8], [0.0, 1.2, -0.2], [-0.5, 0.4, -1.9], [-0.3, -0.2, 0.2], [-0.6, -1.0, -1.4], [1.3, -0.7, -0.2], [0.4, -0.2, 0.2], [-0.9, 0.7, 0.6], [0.2, -0.1, 0.3], [0.2, 0.4, -0.2], [-0.1, 0.0, -0.3], [-0.2, -0.6, 0.3], [0.3, 0.0, -0.2], [0.3, -0.9, -0.1], [0.2, 0.5, -0.5], [-0.2, -1.2, -0.2], [-0.1, -0.3, -0.1], [0.5, -0.3, -0.2], [0.0, -1.0, 0.3], [-0.3, -0.2, 0.0], [0.0, -0.2, -0.1], [0.8, 1.9, 0.3], [-0.3, 0.0, 0.3], [0.7, -0.6, 0.7], [-1.2, -0.3, 0.0], [1.5, 0.6, -1.5], [-1.1, -0.8, 0.4], [0.6, 0.8, -0.9], [1.4, -1.9, 0.2], [1.5, -0.7, 2.5], [-1.3, -0.5, -0.4], [0.8, 0.3, 0.2], [1.3, 0.1, -0.4], [-0.6, 1.6, -0.5], [0.7, 0.0, -0.2], [-0.8, -1.6, -0.2], [0.0, 0.2, 0.3], [0.5, 0.4, 0.9], [0.0, 0.1, 0.2], [-0.6, -0.4, 0.8], [0.5, -0.3, 0.4], [0.5, 0.2, 0.4], [-0.4, 0.3, 0.7], [-0.6, 0.6, -1.3], [-1.0, 0.8, -0.9], [-0.5, 0.3, -0.7], [0.6, -0.2, -0.4], [-0.2, -0.1, 0.5], [0.2, 0.7, -0.8], [-0.4, 0.4, -0.4], [0.1, -0.7, 0.2], [-0.8, -0.3, 0.1], [-0.8, 0.6, 0.5], [0.6, 0.0, 0.5], [0.9, 0.1, 0.4], [-0.3, -1.3, -0.3], [-2.0, 0.6, 1.0], [-1.1, 0.0, -0.2], [0.7, -1.2, 0.0], [-0.3, -0.4, -2.0], [-1.8, 1.4, -1.6], [0.7, -0.5, 1.7], [1.1, 0.9, -1.6], [-0.2, 1.0, 0.4], [0.4, -0.5, -0.2], [-0.5, -0.2, 0.2], [0.1, -0.5, -0.1], [0.0, 0.4, -1.6], [0.1, 1.2, 0.5], [-0.3, -0.3, 0.3], [0.5, -0.7, 1.1], [0.2, 0.2, -0.7], [-0.3, 0.7, 0.1], [-0.1, -0.2, 0.1], [0.4, 0.2, 0.7], [1.3, 0.4, 0.5], [0.4, -0.5, 0.7], [0.2, 0.1, 0.5], [0.2, -0.2, -1.1], [0.0, 0.8, 0.1], [-0.5, -0.1, -0.2], [0.0, -0.2, 0.2], [-0.5, -0.9, 0.7], [-0.5, 0.7, -0.5], [0.7, -1.4, -0.5], [0.1, -1.2, 0.3], [-0.9, -1.7, -1.1], [1.7, 0.4, 0.1], [-0.8, -0.2, -0.4], [-0.6, -1.3, 1.9], [1.5, 1.7, -1.1], [0.1, -0.2, 1.4], [-0.1, 1.5, -1.1], [0.4, -0.5, 0.0], [-0.2, 0.1, -0.5], [0.2, 0.0, 0.0], [-0.4, -0.1, 0.2], [0.2, 0.5, 1.2], [0.3, 0.5, -0.3], [-0.2, 0.6, 0.8], [-1.4, -0.2, 0.1], [-0.3, 0.7, -0.2], [0.8, -0.5, 1.2], [0.0, 0.1, -0.1], [0.7, 0.6, -0.8], [-0.5, 0.2, -0.9], [-0.1, -1.2, 0.9], [-0.6, 0.2, -0.3], [-0.5, -0.1, -0.1], [-0.5, 0.2, -0.8], [-0.4, 0.4, 0.4], [0.8, -0.3, -0.2], [0.3, 0.0, 0.4], [0.3, -1.1, -0.6], [0.0, 0.6, 0.4], [-0.3, 0.2, 0.0], [-1.2, 1.2, 0.4], [1.3, -0.2, 0.3], [-0.2, -0.7, 0.7], [0.1, 0.1, -1.0], [1.9, -2.5, -1.3], [0.6, 0.6, -1.3], [0.2, 0.5, 0.8], [-1.4, -0.4, 1.6], [-0.3, -0.4, 0.1], [-0.4, 1.2, 0.0], [-1.1, 0.7, -0.1], [-0.2, 0.1, -0.1], [-0.3, -1.2, 1.5], [-0.1, -2.4, -2.6], [0.0, 1.9, -0.6], [1.1, 0.0, 0.7], [-1.4, 0.7, 1.4], [0.2, 0.9, 0.6], [0.7, -0.2, -0.2], [0.2, 0.6, -1.5], [-0.3, -0.4, 0.5], [1.2, 1.3, 2.7], [-0.9, 0.1, -4.1], [0.1, -1.3, 2.9], [0.3, 0.4, 0.1], [-0.3, 0.3, -0.1], [-0.6, 0.0, -1.0], [-0.8, -0.3, 0.2], [0.6, 0.4, -1.0], [0.4, -0.9, 0.2]]}